[1]
{"formula": "C20H20BrN5O3S", "method": "ωB97M-V/def2-TZVPD", "elements": ["O", "C", "O", "C", "C", "C", "S", "C", "Br", "C", "N", "C", "C", "C", "C", "C", "C", "N", "C", "O", "C", "C", "C", "C", "N", "N", "N", "C", "C", "C", "H", "H", "H", "H", "H", "H", "H", "H", "H", "H", "H", "H", "H", "H", "H", "H", "H", "H", "H", "H"], "xyz": [[1.933, 3.645, -1.069], [1.381, 2.794, -1.741], [0.138, 2.889, -2.230], [-0.829, 3.763, -1.619], [-1.585, 3.101, -0.508], [-2.930, 2.756, -0.604], [-3.609, 2.205, 0.928], [-2.017, 2.518, 1.697], [-1.781, 2.551, 3.596], [-1.053, 2.895, 0.840], [2.169, 1.679, -2.090], [1.565, 0.583, -2.873], [2.094, -0.781, -2.350], [2.374, -0.721, -0.809], [3.390, 0.386, -0.424], [3.455, 1.447, -1.510], [2.653, -2.089, -0.184], [1.488, -1.926, 0.632], [0.621, -2.928, 1.164], [0.924, -4.100, 1.005], [-0.750, -2.628, 1.656], [-0.959, -1.448, 2.441], [-2.277, -1.146, 2.834], [-3.351, -1.989, 2.564], [-4.699, -1.896, 2.799], [-5.321, -2.888, 2.233], [-4.359, -3.713, 1.718], [-3.098, -3.146, 1.848], [-1.830, -3.485, 1.386], [1.104, -0.626, 0.079], [-1.525, 4.082, -2.415], [-0.393, 4.695, -1.293], [-3.510, 2.856, -1.533], [-0.032, 3.195, 1.139], [0.484, 0.593, -2.665], [1.701, 0.769, -3.942], [1.339, -1.510, -2.617], [3.018, -1.006, -2.894], [4.414, -0.036, -0.302], [3.075, 0.912, 0.482], [3.910, 2.365, -1.109], [4.130, 1.123, -2.294], [2.605, -2.960, -0.876], [3.563, -2.180, 0.435], [-0.079, -0.854, 2.693], [-2.534, -0.262, 3.396], [-4.577, -4.583, 1.218], [-1.668, -4.373, 0.760], [1.082, 0.157, 0.846], [0.156, -0.683, -0.436]], "atomic_forces_ev_per_a": [[-1.025, 0.552, 0.424], [2.990, -0.120, 0.638], [-0.052, -0.965, -0.468], [-0.430, 0.212, -0.365], [-1.242, -0.622, 0.727], [1.219, 0.240, 0.292], [1.974, 0.818, -0.328], [-1.026, -0.363, 0.434], [-0.251, -0.271, -0.774], [0.135, 0.900, -0.984], [-3.241, 0.763, -0.907], [-0.285, 0.028, 1.233], [0.505, 1.264, 0.144], [0.123, 0.912, -0.732], [0.341, -0.243, -0.519], [0.910, 0.442, 0.175], [0.719, -1.341, -0.063], [-3.000, -0.960, 2.346], [1.350, -0.491, -2.620], [0.428, 0.020, 0.454], [-0.951, 1.303, 0.996], [-1.569, -0.787, -0.443], [0.930, 0.840, 0.743], [0.671, -0.640, -0.645], [-1.198, 0.070, -0.518], [2.092, 0.072, 0.808], [0.588, -0.201, -0.785], [-0.923, -0.584, -0.066], [1.131, -0.379, -0.713], [0.016, -0.448, 0.353], [0.322, -0.591, 0.171], [0.637, 0.035, 0.315], [0.115, -0.233, 0.737], [-0.725, -0.277, -0.202], [0.310, 0.181, -0.232], [0.145, -0.381, 0.032], [0.034, -0.475, 0.195], [-0.026, -0.292, 0.251], [-0.649, 0.223, 0.166], [0.156, -0.488, 0.142], [-0.523, -0.169, -0.234], [0.129, -0.157, -0.391], [0.003, 0.484, 0.362], [-0.142, 0.097, -0.458], [-0.565, 0.131, 0.023], [0.394, 0.247, 0.120], [-0.184, 0.888, 0.464], [0.021, 0.396, 0.409], [0.015, 0.114, -0.429], [-0.395, 0.245, -0.273]], "orbital_gap_ev": 9.08, "energy_ha": -4245.78037, "lumo_ev": 0.01, "homo_ev": -9.065}

***

[2]
{"formula": "C20H20Cl2CrN5O2S", "method": "ωB97M-V/def2-TZVPD", "elements": ["Cr", "O", "N", "C", "C", "C", "C", "C", "S", "H", "H", "H", "H", "Cl", "C", "Cl", "H", "H", "N", "C", "C", "N", "C", "C", "N", "C", "C", "N", "H", "H", "H", "H", "H", "H", "C", "C", "O", "C", "C", "C", "C", "C", "C", "H", "H", "H", "H", "H", "H", "H", "H"], "xyz": [[0.318, -1.104, 0.404], [-1.584, -0.852, -0.296], [-2.284, -1.910, -0.692], [-3.591, -1.690, -0.969], [-4.409, -2.691, -1.401], [-3.865, -3.977, -1.543], [-2.545, -4.182, -1.257], [-1.700, -3.132, -0.828], [-0.043, -3.322, -0.516], [-3.899, -0.668, -0.814], [-5.445, -2.477, -1.616], [-4.483, -4.799, -1.878], [-2.094, -5.159, -1.345], [-0.206, -1.734, 2.615], [2.314, 0.608, 3.377], [2.979, 1.094, 1.890], [2.578, -0.375, 3.727], [1.395, 1.085, 3.672], [2.937, -0.701, -2.800], [1.987, 0.087, -3.418], [0.984, 0.250, -2.512], [1.295, -0.426, -1.360], [2.468, -0.990, -1.564], [2.999, -1.789, -0.488], [2.282, -1.832, 0.615], [2.921, -2.700, 1.462], [4.044, -3.174, 0.856], [4.090, -2.587, -0.392], [3.777, -1.048, -3.225], [2.115, 0.451, -4.422], [0.063, 0.797, -2.607], [2.519, -2.913, 2.438], [4.794, -3.870, 1.185], [4.774, -2.770, -1.103], [-2.084, 1.162, 1.917], [-0.904, 1.672, 1.151], [0.019, 0.949, 0.809], [-0.819, 3.127, 0.796], [-1.787, 4.038, 1.205], [-1.656, 5.383, 0.886], [-0.559, 5.815, 0.156], [0.402, 4.905, -0.270], [0.273, 3.564, 0.049], [-1.981, 0.091, 2.064], [-3.004, 1.386, 1.373], [-2.137, 1.665, 2.886], [-2.645, 3.705, 1.772], [-2.409, 6.090, 1.208], [-0.450, 6.866, -0.081], [1.251, 5.244, -0.849], [1.009, 2.837, -0.268]], "atomic_forces_ev_per_a": [[-0.787, -0.781, 0.033], [0.280, 0.138, -0.206], [-0.049, 0.049, 0.159], [0.016, -0.022, 0.009], [0.041, -0.039, -0.009], [-0.068, 0.039, -0.014], [0.090, 0.006, 0.006], [-0.149, -0.019, -0.066], [0.142, 0.124, 0.056], [0.007, 0.004, 0.003], [-0.008, -0.012, 0.010], [-0.004, -0.007, 0.017], [0.004, 0.003, -0.026], [0.106, 0.125, 0.164], [-0.058, -0.047, -0.096], [0.165, 0.132, 0.087], [0.018, -0.001, -0.001], [0.002, 0.016, -0.003], [-0.092, -0.019, -0.041], [-0.013, 0.019, 0.016], [0.042, 0.007, 0.053], [0.104, 0.149, 0.056], [0.105, -0.087, 0.146], [0.024, 0.189, -0.156], [-0.122, -0.081, -0.128], [0.058, 0.077, 0.023], [-0.012, 0.026, -0.030], [0.002, -0.051, 0.095], [0.023, 0.032, 0.017], [0.000, -0.001, -0.005], [-0.010, -0.004, -0.009], [-0.049, -0.036, -0.020], [0.022, 0.018, 0.003], [0.011, 0.011, 0.007], [-0.004, -0.044, -0.016], [0.090, 0.054, -0.009], [0.049, 0.150, -0.263], [0.006, -0.258, 0.107], [-0.002, 0.076, -0.022], [0.005, -0.066, -0.003], [0.009, 0.048, -0.015], [-0.024, -0.041, 0.012], [-0.002, 0.080, -0.019], [0.004, 0.010, 0.025], [0.000, 0.008, 0.004], [-0.005, 0.008, -0.001], [0.014, -0.003, 0.021], [0.006, 0.010, 0.007], [-0.011, -0.005, -0.021], [0.007, 0.012, 0.009], [0.017, -0.003, 0.034]], "multiplicity": 2, "orbital_gap_ev": [6.45, 6.45], "s_squared": 0.75, "energy_ha": -3561.39685, "lumo_ev": [0.15, 0.15], "homo_ev": [-6.301, -6.302], "e_above_lowest_kj_mol": 0.0}

***

[3]
{"formula": "C20H20ClFN4O3S", "method": "ωB97M-V/def2-TZVPD", "elements": ["C", "C", "O", "C", "O", "C", "S", "C", "N", "C", "C", "C", "N", "C", "C", "C", "C", "N", "C", "N", "O", "C", "C", "C", "F", "C", "C", "C", "C", "Cl", "H", "H", "H", "H", "H", "H", "H", "H", "H", "H", "H", "H", "H", "H", "H", "H", "H", "H", "H", "H"], "xyz": [[0.839, 3.907, 3.712], [1.060, 3.125, 2.431], [0.287, 1.932, 2.496], [0.170, 1.227, 1.360], [0.693, 1.562, 0.312], [-0.630, 0.042, 1.554], [-1.174, -0.371, 3.164], [-1.951, -1.792, 2.542], [-2.499, -2.679, 3.353], [-2.988, -3.762, 2.777], [-3.012, -3.973, 1.409], [-2.513, -3.005, 0.527], [-2.586, -3.159, -0.832], [-3.082, -2.088, -1.666], [-2.847, -4.466, -1.385], [-1.886, -1.883, 1.133], [-1.077, -0.835, 0.580], [-0.864, -0.672, -0.755], [0.245, -0.634, -1.366], [1.451, -0.956, -0.878], [2.568, -1.025, -1.692], [3.504, 0.029, -1.491], [2.966, 1.409, -1.760], [3.068, 2.410, -0.801], [3.695, 2.133, 0.359], [2.588, 3.690, -0.999], [1.953, 3.985, -2.191], [1.831, 3.020, -3.174], [2.343, 1.751, -2.958], [2.220, 0.580, -4.219], [1.132, 3.306, 4.568], [1.433, 4.817, 3.694], [-0.211, 4.166, 3.816], [0.749, 3.698, 1.550], [2.116, 2.856, 2.311], [-3.411, -4.493, 3.453], [-3.472, -4.871, 1.033], [-2.470, -1.997, -2.564], [-4.117, -2.299, -1.964], [-3.057, -1.144, -1.134], [-2.532, -4.457, -2.429], [-3.909, -4.740, -1.350], [-2.265, -5.219, -0.857], [0.231, -0.417, -2.427], [1.608, -1.114, 0.109], [4.303, -0.216, -2.198], [3.899, -0.018, -0.469], [2.704, 4.426, -0.220], [1.555, 4.973, -2.358], [1.344, 3.244, -4.109]], "atomic_forces_ev_per_a": [[-0.066, -0.366, -0.284], [0.297, 0.487, -0.134], [-0.181, -0.076, 0.254], [0.261, 0.163, -0.593], [-0.240, 0.046, 0.489], [-0.332, -0.520, 0.231], [-0.039, -0.231, -0.194], [0.095, 0.220, -0.490], [-0.032, -0.025, 0.622], [0.050, 0.149, 0.028], [0.017, 0.048, -0.337], [0.037, -0.099, 0.345], [0.191, -0.160, -0.114], [-0.216, 0.185, -0.088], [0.013, -0.061, 0.060], [-0.260, -0.216, 0.423], [0.598, 0.639, 0.377], [-0.491, 0.214, -0.276], [0.252, -0.259, -0.419], [0.553, 0.120, 0.514], [-0.547, -0.451, -0.099], [0.167, 0.330, 0.248], [0.011, -0.149, 0.158], [0.029, 0.129, -0.422], [-0.086, -0.014, -0.006], [0.109, -0.120, 0.109], [0.080, -0.098, 0.087], [-0.075, -0.115, -0.144], [0.054, 0.336, 0.305], [-0.007, -0.097, -0.312], [0.046, 0.005, 0.135], [0.055, 0.092, 0.018], [-0.086, 0.075, 0.042], [0.101, -0.091, 0.141], [-0.148, 0.043, -0.057], [-0.066, -0.142, -0.023], [-0.056, -0.075, -0.063], [-0.039, 0.090, -0.006], [-0.036, -0.039, -0.004], [-0.048, -0.044, -0.123], [-0.027, -0.043, 0.001], [-0.020, -0.026, 0.002], [-0.017, -0.046, -0.029], [0.205, 0.069, -0.136], [0.040, -0.025, -0.140], [-0.084, 0.001, 0.119], [-0.020, -0.010, -0.205], [0.013, 0.062, 0.099], [-0.029, 0.093, -0.019], [-0.029, 0.000, -0.092]], "orbital_gap_ev": 7.86, "energy_ha": -2177.06972, "lumo_ev": 0.30, "homo_ev": -7.560, "e_above_lowest_kj_mol": 6.3}

***

no.,largest force on an atom (Eh/bohr)
1,0.0764
2,0.0216
3,0.0185